DFT (ωB97M-V/def2-TZVPD) results for a cluster of 6 separate species, C4H20O6 in total.

The geometry in XYZ format:
```
30
Properties=species:S:1:pos:R:3
C 3.22 -2.12 -0.90
C 2.79 -2.40 0.51
O 3.45 -3.59 0.95
H 2.70 -1.27 -1.34
H 3.04 -2.99 -1.54
H 4.30 -1.94 -0.95
H 1.70 -2.50 0.56
H 3.11 -1.57 1.15
H 3.14 -3.79 1.84
C -3.01 2.98 0.78
C -4.36 2.59 1.33
O -4.25 1.97 2.60
H -2.50 2.14 0.29
H -2.37 3.32 1.59
H -3.09 3.76 0.01
H -4.88 1.91 0.64
H -5.01 3.46 1.44
H -4.53 1.05 2.53
O -1.28 -2.39 -0.85
H -2.19 -2.69 -0.94
H -0.76 -3.19 -0.73
O 2.15 2.01 -0.21
H 1.47 1.38 0.06
H 2.86 1.92 0.43
O 0.16 0.16 -0.09
H -0.79 0.08 0.04
H 0.33 -0.39 -0.87
O 1.27 0.41 -2.83
H 1.36 1.02 -2.09
H 1.98 0.68 -3.42
```

Computed properties:
- SMILES string: CCO.CCO.O.O.O.O
- LUMO energy: 0.22 eV
- Relative energy (zero: lowest compared OMol25 entry of this formula, charge and spin): 24.1 kJ/mol



DFT (ωB97M-V/def2-TZVPD) results for a cluster of 6 separate species, C4H20O8 in total in a non-equilibrium geometry.

The geometry in XYZ format:
```
32
Properties=species:S:1:pos:R:3
O -3.44 -1.72 0.06
C -3.76 -1.13 1.36
C -3.09 0.21 1.62
O -1.73 0.17 1.69
H -2.50 -1.90 -0.04
H -4.83 -1.27 1.49
H -3.24 -1.81 2.04
H -3.27 0.65 2.61
H -3.48 0.81 0.80
H -1.50 0.17 0.76
O -0.71 0.37 -0.76
C -0.31 -0.81 -1.49
C 0.20 -2.06 -0.64
O -0.93 -2.68 -0.04
H -1.11 0.91 -1.45
H -1.17 -1.12 -2.08
H 0.38 -0.60 -2.30
H 0.92 -1.69 0.10
H 0.66 -2.73 -1.36
H -0.67 -3.09 0.79
O 3.17 -0.97 -2.02
H 2.88 -0.52 -2.82
H 3.09 -0.31 -1.33
O 2.12 1.21 -0.30
H 1.21 0.96 -0.17
H 2.12 2.17 -0.20
O 4.83 0.93 -0.02
H 4.57 0.98 0.89
H 4.06 1.23 -0.51
O 1.93 4.17 1.04
H 2.31 4.73 1.72
H 1.30 4.72 0.59
```

Computed properties:
- SMILES string: OCCO.OCCO.O.O.O.O
- LUMO energy: 0.05 eV
- Relative energy (zero: lowest compared OMol25 entry of this formula, charge and spin): 200.4 kJ/mol



DFT (ωB97M-V/def2-TZVPD) results for a cluster of 5 separate species, C4H21N3O4 in total in a non-equilibrium geometry.

The geometry in XYZ format:
```
32
Properties=species:S:1:pos:R:3
C 0.64 -1.15 -2.16
C -0.39 -0.10 -1.80
C 0.18 1.32 -1.64
N 0.18 2.36 1.12
C -0.84 2.61 0.23
N -0.79 2.22 -1.10
N 1.29 -1.73 -0.92
H 0.26 -2.02 -2.69
H 1.46 -0.74 -2.75
H -1.16 -0.09 -2.58
H -0.95 -0.34 -0.89
H 0.49 1.71 -2.62
H 1.07 1.31 -1.01
H 0.16 2.67 2.07
H 0.94 1.75 0.92
H -1.66 3.21 0.56
H -1.58 2.41 -1.69
H 1.66 -0.99 -0.28
H 2.05 -2.36 -1.17
H 0.62 -2.23 -0.33
H 3.33 0.58 0.65
H 2.44 0.02 1.74
O 2.43 0.25 0.79
H -0.41 -2.00 1.80
H -0.71 -1.34 3.17
O -0.47 -1.14 2.26
H 0.05 -4.21 1.17
H -1.19 -3.75 0.43
O -0.32 -3.44 0.71
H -1.66 -0.03 1.51
H -3.07 0.60 1.42
O -2.18 0.65 1.04
```

Computed properties:
- LUMO energy (alpha / beta): -3.24 / -3.27 eV
- Relative energy (zero: lowest compared OMol25 entry of this formula, charge and spin): 0.0 kJ/mol
- Charge: +1
- Multiplicity: 2



DFT (ωB97M-V/def2-TZVPD) results for a cluster of 7 separate species, C4H21O8 in total in a non-equilibrium geometry.

The geometry in XYZ format:
```
33
Properties=species:S:1:pos:R:3
C 1.16 0.66 -0.07
O 0.26 1.14 -1.03
C 0.67 0.82 1.39
C -0.56 -0.02 1.78
C -0.32 -1.54 1.66
O -1.18 -2.18 0.74
H 2.07 1.25 -0.23
H 1.33 -0.42 -0.30
H 0.44 1.88 1.55
H 1.49 0.57 2.06
H -1.42 0.22 1.14
H -0.86 0.28 2.78
H 0.73 -1.78 1.36
H -0.50 -2.06 2.60
H -1.43 -1.57 0.03
H -0.75 3.79 -1.25
H -0.19 2.45 -0.65
O -0.56 3.37 -0.40
H -2.41 2.14 1.71
H -1.98 3.16 0.62
O -2.69 2.96 1.26
H 0.90 -1.97 -2.12
H 0.30 -2.72 -0.91
O 1.08 -2.71 -1.49
H -2.50 0.26 -1.28
H -0.90 0.36 -1.16
O -1.70 -0.27 -1.45
H 0.58 0.16 -2.51
H -0.48 -0.78 -3.01
O 0.48 -0.62 -3.08
H 2.45 -2.65 -0.41
H 3.29 -1.63 0.42
O 3.20 -2.56 0.22
```

Computed properties:
- LUMO energy (alpha / beta): 0.04 / -5.14 eV
- Multiplicity: 2



DFT (ωB97M-V/def2-TZVPD) results for a cluster of 8 separate species, C4H22ClO7 in total in a non-equilibrium geometry.

The geometry in XYZ format:
```
34
Properties=species:S:1:pos:R:3
Cl 0.46 0.29 -2.23
O -3.60 -1.21 -4.78
H -4.14 -1.47 -4.03
H -2.82 -0.81 -4.38
O 0.83 -2.87 -6.76
H 0.81 -2.41 -7.60
H 0.17 -2.42 -6.22
O -1.16 5.06 -3.15
H -1.85 5.15 -3.80
H -1.03 4.12 -3.07
O 4.90 -0.82 -4.15
H 4.14 -0.51 -3.66
H 4.88 -0.31 -4.96
O 4.09 2.51 0.97
H 4.71 2.98 0.42
H 3.56 2.00 0.35
C 0.40 -4.20 4.42
C 0.59 -4.48 2.88
O 1.45 -3.47 2.34
H -0.15 -3.29 4.65
H 1.38 -4.00 4.85
H -0.07 -5.05 4.91
H -0.33 -4.72 2.35
H 1.11 -5.42 2.70
H 0.95 -2.93 1.72
C -2.34 4.07 2.93
C -1.89 2.66 3.31
O -2.66 1.72 2.54
H -3.43 4.07 2.98
H -2.16 4.34 1.89
H -1.78 4.76 3.57
H -1.89 2.46 4.38
H -0.86 2.50 3.00
H -2.29 1.70 1.65
```

Computed properties:
- LUMO energy: 2.83 eV
- Charge: -1



DFT (ωB97M-V/def2-TZVPD) results for a cluster of 6 separate species, C4H22N2O5S in total in a non-equilibrium geometry.

The geometry in XYZ format:
```
34
Properties=species:S:1:pos:R:3
C -1.42 -0.81 1.41
N -0.28 0.07 1.79
C 0.22 0.74 0.56
C 0.16 -0.14 -0.82
N 1.48 -0.03 -1.47
C -0.48 2.09 0.40
S 0.34 3.39 -0.64
H -2.29 -0.31 1.24
H -1.74 -1.69 2.13
H -1.23 -1.59 0.55
H 0.37 -0.21 2.44
H 1.36 0.88 0.89
H -0.20 -1.17 -0.72
H -0.68 0.24 -1.40
H 1.98 0.91 -1.07
H 1.58 0.08 -2.52
H -0.75 2.65 1.42
H -1.50 1.87 -0.01
H -0.29 4.38 -0.23
O 2.23 -2.57 -1.73
H 2.87 -1.85 -1.39
H 1.36 -2.24 -1.67
O -2.49 1.38 3.39
H -1.77 0.78 3.27
H -3.24 0.75 3.05
O -0.79 -3.57 0.94
H -0.14 -3.73 0.25
H -0.36 -4.19 1.61
O -1.32 2.06 -3.26
H -1.51 1.23 -3.61
H -0.62 1.76 -2.57
O 2.02 -4.37 0.26
H 1.88 -3.51 -0.24
H 2.92 -4.36 0.46
```

Computed properties:
- SMILES string: CN[C@@H](CN)CS.O.O.O.O.O
- LUMO energy: 0.28 eV
- Relative energy (zero: lowest compared OMol25 entry of this formula, charge and spin): 455.7 kJ/mol



DFT (ωB97M-V/def2-TZVPD) results for a cluster of 6 separate species, C4H22N2O5S in total in a non-equilibrium geometry.

The geometry in XYZ format:
```
34
Properties=species:S:1:pos:R:3
N -1.64 -2.15 2.01
C -1.01 -2.83 0.86
C 0.07 -1.91 0.18
N -0.38 -0.68 -0.43
C -0.21 -0.46 -1.87
C 1.30 -0.73 -2.43
S 2.76 -0.19 -1.52
H -2.42 -1.54 1.77
H -2.05 -2.84 2.62
H -0.30 -3.55 1.30
H -1.70 -3.40 0.27
H 0.84 -2.53 -0.30
H 0.70 -1.58 1.05
H -1.21 -0.35 0.04
H -0.44 0.61 -1.85
H -0.65 -1.11 -2.62
H 1.52 -1.75 -2.76
H 1.19 -0.08 -3.29
H 2.73 1.15 -1.64
O -2.37 1.18 1.14
H -2.87 1.44 1.93
H -1.50 1.47 1.47
O 1.61 0.53 2.70
H 2.28 -0.06 2.35
H 0.82 0.02 2.45
O -3.93 0.60 -1.29
H -3.62 0.90 -0.43
H -3.46 -0.24 -1.34
O 1.44 2.66 -0.54
H 1.21 3.11 -1.35
H 0.80 1.94 -0.41
O 0.28 2.76 1.80
H 0.04 2.35 2.63
H 1.08 2.37 1.45
```

Computed properties:
- SMILES string: NCCNCCS.O.O.O.O.O
- LUMO energy: 0.34 eV
- Relative energy (zero: lowest compared OMol25 entry of this formula, charge and spin): 255.1 kJ/mol



DFT (ωB97M-V/def2-TZVPD) results for a cluster of 7 separate species, C4H22N2O7S in total in a non-equilibrium geometry.

The geometry in XYZ format:
```
36
Properties=species:S:1:pos:R:3
N 0.53 -1.49 -1.41
C -0.09 -0.32 -0.71
C -0.80 0.48 -1.84
C -2.26 0.59 -2.08
S -2.97 -1.04 -2.78
N -0.13 1.88 -1.75
C -0.43 2.84 -0.77
O -1.22 2.60 0.12
H 1.43 -1.18 -1.90
H 0.93 -2.17 -0.76
H 0.64 0.43 -0.35
H -0.84 -0.62 0.11
H -0.46 0.18 -2.89
H -2.82 0.94 -1.11
H -2.54 1.36 -2.75
H -2.19 -1.91 -2.04
H 0.57 1.92 -2.41
H 0.21 3.67 -0.64
O -1.90 1.58 2.49
H -1.47 2.34 2.61
H -1.82 1.49 1.54
O -0.41 -2.04 2.00
H -0.78 -1.15 1.90
H -0.84 -2.54 2.75
O 2.15 -0.88 2.44
H 2.33 -1.83 2.66
H 1.11 -0.73 2.36
O -1.65 -0.62 3.95
H -1.19 0.01 4.46
H -2.26 -0.17 3.43
O 3.00 -0.92 -3.17
H 2.44 -1.68 -3.30
H 2.98 -0.42 -2.24
O 3.38 -0.34 0.27
H 4.24 0.14 0.41
H 3.16 -0.40 1.36
```

Computed properties:
- SMILES string: NC[C@@H](CS)NC=O.O.O.O.O.O.O
- LUMO energy: 0.32 eV
- Relative energy (zero: lowest compared OMol25 entry of this formula, charge and spin): 421.4 kJ/mol



It is found that the energy values, taken in the order of the records, are -16756.9997 -20850.8250 -17141.2689 -20866.0138 -31361.0908 -28554.1852 -28556.2651 -32650.4420 eV.